137
Properties=species:S:1:pos:R:3 method="wB97M-V/def2-TZVPD" e_tot_ev=-94085.5568 total_charge=+2 e_above_lowest_kcal_mol=0.0 lumo_ev=-10.9 largest_force_ev_per_a=3.34 e_homo_ev=-11.968
Tl -6.02 3.44 4.53
S -1.16 0.57 0.80
F -0.63 -1.23 -1.00
F -2.66 -0.67 -0.96
F -1.33 0.75 -1.81
O -3.05 -0.48 7.15
O -8.85 -0.10 -7.10
O -0.99 -0.55 1.72
O 0.02 1.43 0.78
O 7.08 0.82 2.35
O -3.90 6.94 1.11
O -7.77 2.20 -0.45
O 4.48 5.68 -4.74
O -1.13 4.78 7.19
O -2.32 1.39 1.17
N -8.00 -2.21 -7.06
N -1.11 -1.57 7.31
N -4.12 8.32 -0.67
N 5.57 3.82 -5.48
N -8.75 1.10 -2.20
N 0.94 -7.53 2.59
N 5.99 -1.23 -5.37
N 5.27 1.85 1.50
N 1.05 4.55 7.73
C 3.46 3.58 -4.35
C -0.04 -6.42 2.35
C 6.72 4.41 -6.09
C -2.18 -1.01 7.88
C -3.41 7.47 0.09
C 7.43 -1.43 -5.31
C 5.29 -1.81 -4.24
C 4.03 -1.12 -6.94
C 2.23 -6.82 2.86
C -2.07 7.13 -0.41
C -1.32 -7.02 1.82
C 0.50 -8.48 3.67
C -9.69 0.27 -1.42
C -8.99 -1.31 -7.23
C 7.99 -0.77 -4.09
C -2.37 -0.94 9.40
C 3.39 -7.80 3.28
C -7.93 2.04 -1.65
C 4.98 -0.29 2.59
C -5.43 8.81 -0.28
C -6.59 -1.90 -6.88
C 5.87 0.89 2.19
C 5.94 3.02 0.98
C -1.44 -0.17 -0.89
C -0.18 4.95 7.96
C -0.38 5.64 9.29
C 5.38 -1.70 -6.66
C -7.10 2.89 -2.61
C 0.31 -7.85 5.10
C 5.27 -3.38 -4.22
C 1.32 3.73 6.61
C 4.57 4.45 -4.90
C -10.38 -1.83 -7.59
C 0.04 -2.19 7.93
H -6.15 -2.34 -5.98
H 4.05 -0.04 -7.02
H 4.29 -7.18 3.27
H 0.02 6.65 9.27
H 3.79 3.38 -3.33
H 6.57 4.19 -7.15
H 4.31 1.66 1.24
H -10.44 -1.72 -8.67
H 6.51 3.55 1.74
H -1.35 6.91 0.37
H -7.40 3.94 -2.54
H -1.95 -6.26 1.37
H -1.22 -1.55 6.30
H -5.50 9.10 0.77
H 6.03 -1.37 -7.48
H -5.72 9.68 -0.86
H -0.17 -5.86 3.27
H 3.20 -1.31 -6.26
H -0.12 -8.60 5.77
H -6.06 2.78 -2.32
H -9.23 -0.52 -0.82
H 3.38 -8.76 2.78
H 2.21 3.11 6.78
H -1.87 -7.45 2.66
H 4.90 -3.64 -3.23
H 5.54 2.81 -5.44
H 6.30 -3.73 -4.24
H -3.71 8.66 -1.53
H 2.07 -5.97 3.53
H -1.76 -1.70 9.89
H 7.97 -1.41 -3.21
H -1.64 7.92 -1.03
H -11.11 -1.26 -7.01
H 6.66 2.80 0.20
H 1.30 -7.56 5.45
H -10.47 -2.89 -7.38
H 5.19 3.68 0.55
H 5.28 -2.78 -6.81
H -0.29 -3.07 8.47
H -1.46 5.67 9.43
H 5.39 -0.95 3.35
H 0.36 -5.71 1.62
H -7.26 2.51 -3.62
H 0.50 3.03 6.49
H 7.50 0.16 -3.80
H -2.00 0.01 9.78
H 2.70 -6.42 1.96
H -8.20 -3.20 -7.07
H 7.88 -0.90 -6.15
H -0.33 -6.97 5.13
H 2.48 4.07 -4.37
H 4.23 -1.57 -4.17
H 0.51 -1.53 8.67
H 3.25 -7.98 4.35
H 9.03 -0.52 -4.26
H 1.24 -9.27 3.74
H 0.03 5.16 10.18
H -0.43 -8.93 3.32
H 4.64 -3.86 -4.97
H -6.14 8.01 -0.49
H -2.11 6.25 -1.06
H -8.88 1.20 -3.19
H -10.39 -0.23 -2.09
H -6.46 -0.82 -6.79
H -10.22 0.97 -0.77
H 5.66 -1.47 -3.28
H 6.74 5.49 -6.06
H -6.01 -2.30 -7.71
H -1.24 -7.83 1.10
H 4.02 0.01 3.00
H 1.72 4.46 8.47
H 4.71 -0.88 1.72
H 7.68 -2.50 -5.33
H 1.40 4.31 5.68
H -3.41 -1.02 9.70
H 0.84 -2.52 7.27
H 3.72 -1.60 -7.86
H 7.68 4.11 -5.67
H 3.41 2.65 -4.92